# 1
DFT (wB97M-V/def2-TZVPD) results for a cluster of 2 separate species, C15H24N6O2S2 in total at a distorted geometry.

Structure (XYZ):
```
49
Properties=species:S:1:pos:R:3
S 1.924 0.821 0.562
S 2.290 -3.856 -5.475
O -1.097 -0.454 2.469
O -5.217 1.211 3.223
N 1.811 -5.658 -3.481
N -3.508 2.342 2.294
N 1.436 2.051 2.909
N 3.116 -6.374 -5.106
N -1.671 0.776 4.182
N 0.311 2.898 1.191
C 1.785 -2.026 -2.911
C 3.488 -0.505 -3.692
C 1.317 1.287 -1.109
C -2.339 1.787 5.000
C 3.540 -2.904 -4.509
C -1.799 0.459 2.884
C 2.957 0.505 -2.880
C 1.251 -1.017 -2.106
C -5.406 3.575 3.149
C -2.719 1.177 1.871
C -4.700 2.265 2.884
C 2.912 -1.786 -3.709
C 1.148 2.007 1.585
C 2.440 -5.389 -4.645
C 1.839 0.253 -2.072
H 3.433 1.481 -2.855
H -4.821 4.166 3.850
H -6.387 3.366 3.575
H 4.276 -2.492 -5.206
H 0.634 2.226 3.502
H -3.394 1.530 5.117
H 1.873 -6.643 -3.243
H 0.915 -5.201 -3.360
H -2.088 1.484 1.037
H -1.886 1.811 5.993
H -2.241 2.775 4.550
H -5.524 4.117 2.212
H 3.587 -6.223 -5.995
H 0.398 -1.234 -1.470
H -3.169 3.253 2.034
H 1.334 -3.011 -2.886
H 0.223 1.300 -1.124
H -1.048 0.149 4.669
H 1.670 2.288 -1.375
H 4.074 -3.571 -3.826
H -3.407 0.422 1.487
H 2.048 1.294 3.199
H 4.369 -0.295 -4.291
H 0.020 3.564 1.897
```

Properties
Gap between HOMO and LUMO (eV): 9.20
Net charge: 0
2S+1: 1
LUMO level (eV): 0.4

=====

# 2
DFT (wB97M-V/def2-TZVPD) results for a structure of composition C15H23CrF3NO2P at a distorted geometry.

Structure (XYZ):
```
46
Properties=species:S:1:pos:R:3
Cr -0.113 0.012 -0.262
P 1.963 -0.591 -1.076
F 1.418 1.719 3.809
F -0.492 2.816 3.684
F 1.260 3.518 2.542
O 1.103 0.874 1.187
O -1.041 1.505 1.408
N -2.219 -1.078 -2.565
C -1.441 -0.954 -3.754
C -3.005 -2.269 -2.448
C 1.568 2.814 -3.164
C 3.243 -1.194 0.034
C 0.594 2.419 2.989
C -0.952 1.865 -2.410
C 0.416 3.373 -3.722
C -2.206 -0.196 -1.466
C 2.623 1.034 -1.633
C -2.257 1.307 -1.925
C -0.845 2.912 -3.345
C 0.190 1.322 -1.861
C 1.445 1.755 -2.255
C 0.161 1.526 1.756
C 2.065 -1.588 -2.584
H -1.314 0.084 -4.064
H -1.751 3.342 -3.769
H -3.900 -2.057 -1.840
H 0.519 4.167 -4.456
H -3.300 -2.585 -3.457
H -1.981 -1.506 -4.533
H 3.019 -2.242 0.273
H 1.621 -2.568 -2.370
H 3.454 0.878 -2.334
H -0.356 -1.295 1.338
H 1.516 -1.108 -3.402
H -0.434 -1.392 -3.689
H 3.219 -0.594 0.954
H -2.634 1.900 -1.073
H 2.994 1.550 -0.729
H -3.160 -0.344 -0.915
H 4.225 -1.117 -0.453
H -0.712 -1.765 0.636
H -2.487 -3.116 -1.959
H 2.570 3.159 -3.417
H -1.420 -0.760 -0.800
H 3.121 -1.702 -2.865
H -3.023 1.406 -2.709
```

Properties
Gap between HOMO and LUMO (alpha / beta) (eV): 7.24 / 8.22
Net charge: 0
<S²>: 6.05
2S+1: 5
LUMO level (alpha / beta) (eV): 0.4 / 0.1
Relative energy (zero: lowest compared OMol25 entry of this formula, charge and spin) (kcal/mol): 33.1

=====

# 3
DFT (wB97M-V/def2-TZVPD) results for a structure of composition C19H40F9Na4O17S3 at a distorted geometry.

Structure (XYZ):
```
92
Properties=species:S:1:pos:R:3
S -1.213 -0.670 -4.033
S -0.342 -2.060 0.044
S -4.515 -0.363 2.123
Na -1.886 -2.480 3.301
Na -2.132 -3.639 -2.127
Na 0.899 -5.495 -0.839
Na -2.955 0.522 -0.994
F -3.551 0.111 -5.037
F -4.291 2.173 2.631
F -1.827 1.058 -5.968
F -5.207 1.195 4.238
F 2.185 -0.958 0.007
F -6.404 1.529 2.394
F 0.404 0.338 0.595
F 0.882 -0.251 -1.593
F -2.475 -0.988 -6.467
O -1.589 0.228 -2.909
O -1.641 2.795 -1.050
O 0.132 -3.139 -0.813
O -1.684 -1.666 -0.465
O -5.667 -0.993 1.485
O 2.484 2.720 -2.351
O 0.172 -0.571 -4.431
O -3.484 0.047 1.171
O 3.003 2.806 5.280
O -0.244 -2.420 1.506
O -3.996 -1.205 3.211
O -4.469 2.308 -0.411
O 1.174 3.672 -4.893
O 2.098 -5.637 1.165
O 4.104 0.539 3.461
O -1.522 -2.092 -3.848
O 0.511 -7.777 0.076
C -5.842 2.083 -0.808
C -5.170 1.245 2.918
C 3.150 3.614 -3.281
C 3.412 2.054 -1.426
C 0.180 3.118 -3.989
C -2.480 3.870 -0.435
C 4.316 1.977 3.523
C -2.297 -0.120 -5.487
C 2.131 4.418 -4.175
C -0.266 2.895 -0.566
C 1.309 -8.014 1.211
C 1.892 3.461 5.818
C 3.104 2.802 3.872
C -3.977 3.607 -0.865
C 1.685 -6.746 2.022
C 0.601 -8.791 -0.812
C 0.870 -0.629 -0.255
C 2.505 -4.508 1.889
C 3.016 0.011 2.678
H 4.198 1.380 -1.766
H 3.277 3.832 3.560
H -2.239 4.901 -0.691
H 0.262 2.101 -1.094
H -0.105 3.732 -3.136
H -6.082 1.069 -0.487
H 3.198 -1.048 2.496
H 4.037 2.731 -0.843
H -5.966 2.193 -1.886
H -6.546 2.797 -0.383
H 3.232 -4.806 2.644
H 2.225 2.339 3.423
H 5.163 2.235 4.159
H 0.287 3.807 -0.791
H 1.727 4.490 5.496
H 1.675 -3.996 2.375
H -2.309 3.739 0.634
H 3.643 2.983 -4.020
H 2.542 -7.017 2.639
H 2.852 0.574 1.759
H 0.788 -8.675 1.904
H -0.382 -8.776 -1.284
H -4.571 4.464 -0.547
H 1.037 2.841 5.549
H 0.530 2.108 -3.774
H -0.405 2.712 0.499
H 2.089 0.145 3.236
H 2.746 1.636 -0.670
H 0.840 -6.393 2.613
H 1.553 5.119 -3.573
H 3.011 -3.859 1.174
H 2.254 -8.536 1.059
H 1.378 -8.459 -1.499
H 3.959 4.137 -2.770
H 2.621 5.075 -4.893
H -4.217 3.621 -1.929
H 1.955 3.509 6.905
H 0.907 -9.773 -0.450
H 4.535 2.224 2.484
H -0.791 2.861 -4.412
```

Properties
Gap between HOMO and LUMO (eV): 6.46
Net charge: +1
2S+1: 1
LUMO level (eV): -4.2
Relative energy (zero: lowest compared OMol25 entry of this formula, charge and spin) (kcal/mol): 0.0

=====

# 4
DFT (wB97M-V/def2-TZVPD) results for a cluster of 12 separate species, C30H87ClN5O20 in total at a distorted geometry.

Structure (XYZ):
```
143
Properties=species:S:1:pos:R:3
Cl -2.160 -0.983 0.485
O 0.599 -0.804 -2.099
O 2.360 -1.456 3.128
O 3.336 3.219 -4.700
O 1.594 -8.677 2.485
O -1.836 -5.723 2.443
O -1.998 0.246 -0.225
O -3.020 3.097 -1.548
O 4.442 -1.487 8.895
O -2.233 -0.787 -3.353
O -1.607 -2.031 -0.316
O 1.096 2.878 2.348
O -5.467 -3.664 0.043
O -0.674 -3.182 -3.213
O 1.163 5.155 -1.076
O -4.680 0.637 -3.409
O 4.711 5.620 -1.520
O -3.586 -1.212 0.555
O -1.587 -0.893 1.815
O -6.028 -1.461 -7.302
O -4.257 0.770 2.965
N 1.297 2.705 -2.786
N 0.968 -6.195 0.992
N 2.879 -0.832 6.045
N 3.443 4.504 0.820
N -5.283 1.038 -6.381
C -0.298 2.694 2.162
C 2.707 2.305 -2.592
C -0.121 -5.225 0.740
C -6.688 0.695 -6.506
C 1.612 -0.572 5.332
C 0.113 4.230 -1.228
C 0.688 6.478 -0.857
C 2.318 -7.463 2.582
C 1.119 -9.206 3.691
C 5.310 5.553 -2.797
C 0.650 2.811 -1.422
C 1.889 -0.344 3.853
C 4.023 3.169 -5.935
C 1.477 4.245 2.269
C 1.407 -6.231 2.369
C 3.971 -0.326 8.225
C 2.672 -0.785 7.498
C -4.883 2.076 -5.463
C -5.348 0.274 -2.213
C -2.588 -4.559 2.657
C 2.985 4.420 2.210
C -6.855 -0.341 -7.628
C -5.979 -2.335 -8.414
C 1.429 -2.527 3.074
C 3.387 2.030 -3.945
C 5.423 4.813 -0.610
C -5.239 1.763 -4.008
C 4.875 4.852 0.812
C -1.458 -5.859 1.063
C 5.549 -1.311 9.721
H 6.477 5.100 -0.541
H 1.850 -5.398 2.916
H -3.307 2.227 -1.236
H 1.955 -9.592 4.284
H 4.916 4.710 -3.371
H -4.641 -0.269 -1.588
H 0.501 -2.214 2.589
H -2.231 -5.362 0.463
H -0.241 2.181 -1.380
H -2.962 -1.254 -3.770
H -3.788 2.153 -5.498
H 0.753 -7.143 0.723
H -7.884 -0.706 -7.688
H 1.206 -2.922 4.072
H -3.395 0.332 2.920
H 0.327 6.935 -1.779
H -4.763 -3.065 0.337
H -5.861 -1.839 -9.384
H 4.437 1.765 -3.738
H 1.967 -3.323 2.566
H -5.557 1.169 -1.606
H 3.767 0.519 8.892
H -3.481 -4.476 2.026
H 3.091 5.395 2.708
H 6.398 5.432 -2.782
H 3.499 3.560 2.634
H -5.063 3.101 -5.826
H 0.451 -10.043 3.495
H 0.974 4.710 1.415
H -6.877 0.148 -5.573
H -0.641 1.743 2.574
H 6.083 -2.233 9.979
H 0.895 -1.380 5.505
H -5.797 -4.066 0.852
H 5.340 -0.834 10.684
H -6.311 -0.195 -2.421
H -0.607 -3.187 -2.250
H -0.465 4.165 -0.287
H -0.118 -4.248 1.226
H -0.950 3.361 2.745
H -0.388 2.772 1.080
H 1.546 6.967 -0.398
H 2.978 1.188 -4.514
H 5.233 3.769 -0.891
H 5.390 4.092 1.401
H -2.657 -0.103 -2.827
H -2.078 -3.606 2.458
H -0.661 4.631 -1.895
H 3.116 -7.532 1.842
H 3.567 2.426 -6.588
H 1.137 4.789 3.160
H 5.079 6.471 -3.337
H 2.230 -1.719 7.849
H 2.633 0.452 3.837
H 5.020 5.796 1.355
H -7.407 1.525 -6.520
H -0.043 -4.965 -0.319
H 1.942 -0.025 7.790
H -2.997 3.644 -0.756
H 0.150 -0.657 -1.255
H 1.363 2.481 -0.668
H -6.568 0.098 -8.588
H 1.474 3.687 -2.996
H 1.537 -0.807 -1.880
H 3.403 -1.648 5.769
H 2.758 -7.449 3.587
H 5.100 3.050 -5.779
H 1.290 0.399 5.706
H 4.731 -0.009 7.504
H 6.351 -0.817 9.150
H -2.907 -4.479 3.696
H -4.822 1.075 -7.279
H -0.760 -4.109 -3.465
H -6.871 -2.969 -8.419
H 0.984 0.052 3.375
H 2.830 1.408 -1.985
H -6.303 1.892 -3.770
H 3.918 4.172 -6.350
H 3.307 3.099 -2.131
H -1.474 -6.922 0.822
H -5.075 -2.939 -8.317
H 0.513 -6.402 2.995
H 2.854 5.048 0.202
H -0.131 6.508 -0.128
H -4.569 0.759 2.054
H 0.543 -8.511 4.308
H -4.834 2.659 -3.503
```

Properties
Gap between HOMO and LUMO (eV): 8.61
Net charge: -1
2S+1: 1
LUMO level (eV): 2.3
Relative energy (zero: lowest compared OMol25 entry of this formula, charge and spin) (kcal/mol): 45.2

=====

# 5
DFT (wB97M-V/def2-TZVPD) results for a cluster of 2 separate species, C4H10N in total at a distorted geometry.

Structure (XYZ):
```
15
Properties=species:S:1:pos:R:3
N 1.797 -0.218 0.443
C 1.983 0.474 -0.620
C -1.225 0.389 0.190
C -1.652 0.894 -0.962
C -1.049 -1.056 0.640
H -1.868 -1.499 1.221
H 2.394 -0.079 -1.459
H -1.785 1.947 -1.123
H 1.211 0.124 1.202
H -1.138 -1.561 -0.326
H 1.890 1.555 -0.601
H -0.155 -1.285 1.242
H 2.450 -0.911 0.804
H -0.872 1.018 1.062
H -1.981 0.208 -1.713
```

Properties
Gap between HOMO and LUMO (eV): 7.50
Net charge: +1
2S+1: 1
LUMO level (eV): -6.2
Relative energy (zero: lowest compared OMol25 entry of this formula, charge and spin) (kcal/mol): 72.8

=====

# 6
DFT (wB97M-V/def2-TZVPD) results for a structure of composition C29H25Br3F9NO7P3Re at a distorted geometry.

Structure (XYZ):
```
78
Properties=species:S:1:pos:R:3
Re 0.467 -1.363 0.982
Br -1.099 1.242 4.094
Br -0.927 -1.893 3.054
Br 0.762 -6.623 -1.190
P -0.686 0.380 -0.238
P 3.267 -1.888 0.515
P 2.904 0.208 2.602
F -6.372 1.992 2.920
F -1.452 -1.179 -6.665
F -5.501 3.964 2.687
F -6.582 3.058 1.045
F 4.547 4.258 -1.747
F -3.550 -1.026 -6.135
F 3.391 5.718 -0.639
F 4.559 4.235 0.420
F -2.462 -2.864 -5.759
O 1.968 -1.261 -0.204
O 2.433 -2.608 1.741
O 3.056 -0.507 3.978
O 5.038 -1.180 2.280
O 3.098 1.742 2.722
O 4.162 -2.770 -0.207
O 1.455 0.019 2.132
N -0.489 -2.924 0.025
C -0.334 -1.008 -2.639
C -2.416 -3.996 -0.878
C -0.724 -1.413 -3.900
C -3.046 0.302 1.240
C -1.975 -1.044 -4.387
C 1.290 1.768 -1.626
C -1.660 -5.132 -1.158
C -2.440 0.152 -2.359
C -5.757 2.811 2.064
C -0.724 -0.545 4.552
C -3.576 2.998 0.852
C 2.319 2.698 -1.721
C -1.193 -0.218 -1.859
C 2.618 3.501 -0.633
C -2.133 1.097 0.547
C 4.714 0.494 0.460
C -2.405 2.454 0.345
C 4.104 -0.526 1.421
C -4.473 2.196 1.548
C 0.249 -4.045 -0.245
C -2.830 -0.268 -3.628
C 0.565 1.659 -0.441
C 3.793 4.451 -0.668
C -1.815 -2.912 -0.298
C -4.216 0.849 1.739
C 0.854 2.496 0.641
C -2.374 -1.525 -5.763
C -0.305 -5.147 -0.839
C 1.873 3.421 0.539
H 3.956 -0.694 4.306
H 0.299 -0.677 4.875
H -1.455 -0.928 5.252
H 0.643 -1.304 -2.274
H -0.060 -2.010 -4.514
H -3.119 0.759 -1.772
H 5.280 -0.026 -0.315
H -1.726 3.085 -0.216
H 2.884 2.793 -2.639
H -3.793 4.050 0.705
H 3.944 1.106 -0.021
H 5.394 1.154 0.997
H 3.880 2.126 3.153
H 1.061 1.147 -2.483
H 2.880 -3.395 2.103
H -2.119 -5.997 -1.622
H -2.370 -2.012 -0.089
H -2.860 -0.752 1.401
H -3.469 -3.953 -1.121
H -3.796 0.016 -4.022
H -4.926 0.235 2.278
H 2.101 4.076 1.372
H 0.295 2.419 1.567
H 1.302 -4.033 -0.006
H 5.804 -1.479 1.765
```

Properties
Gap between HOMO and LUMO (alpha / beta) (eV): 5.48 / 5.84
Net charge: +3
<S²>: 0.76
2S+1: 2
LUMO level (alpha / beta) (eV): -12.0 / -11.6
Relative energy (zero: lowest compared OMol25 entry of this formula, charge and spin) (kcal/mol): 4.3